{"formula": "C37H97BN17O20", "method": "the ωB97M-V functional and the def2-TZVPD basis", "gap_ev": 9.09, "total_charge": -1, "e_lumo_ev": 1.51, "e_tot_ev": -106902.3377, "symbols": ["O", "C", "O", "B", "O", "C", "O", "O", "C", "O", "C", "O", "O", "C", "C", "C", "O", "C", "N", "H", "H", "H", "H", "H", "H", "H", "H", "H", "H", "H", "C", "C", "C", "O", "C", "N", "H", "H", "H", "H", "H", "H", "H", "H", "H", "H", "H", "C", "C", "C", "O", "C", "N", "H", "H", "H", "H", "H", "H", "H", "H", "H", "H", "H", "C", "C", "C", "O", "C", "N", "H", "H", "H", "H", "H", "H", "H", "H", "H", "H", "H", "C", "C", "C", "O", "C", "N", "H", "H", "H", "H", "H", "H", "H", "H", "H", "H", "H", "C", "C", "C", "O", "C", "N", "H", "H", "H", "H", "H", "H", "H", "H", "H", "H", "H", "C", "C", "C", "O", "C", "N", "H", "H", "H", "H", "H", "H", "H", "H", "H", "H", "H", "C", "O", "N", "N", "H", "H", "H", "H", "C", "O", "N", "N", "H", "H", "H", "H", "C", "O", "N", "N", "H", "H", "H", "H", "C", "O", "N", "N", "H", "H", "H", "H", "C", "O", "N", "N", "H", "H", "H", "H"], "positions_angstrom": [[0.8619, 1.2242, -2.9310], [0.5635, 0.4823, -2.0469], [0.7716, 0.6454, -0.7811], [0.3909, -0.5827, -0.0505], [-0.0728, -1.4574, -1.0650], [-0.0307, -0.8783, -2.2769], [-0.2528, -1.4381, -3.3862], [-0.6791, -0.2867, 0.9230], [-0.3893, -0.7651, 2.0971], [-0.9895, -0.6503, 3.1662], [1.0623, -1.2038, 2.0180], [1.4907, -1.1471, 0.7879], [1.7094, -1.5779, 3.0300], [6.6528, 2.7656, -2.9515], [7.5308, 1.6915, -2.3436], [6.8421, 0.2728, -2.1805], [7.6478, -0.5668, -1.3465], [7.3115, -1.9718, -1.3650], [8.6676, 1.5361, -3.1817], [6.0796, 2.4231, -3.8130], [7.3011, 3.5986, -3.2235], [5.8838, 2.9784, -2.2089], [7.8487, 2.0063, -1.3496], [6.6960, -0.2443, -3.1289], [5.9025, 0.2602, -1.6282], [7.5398, -2.2850, -2.3838], [6.2467, -2.1837, -1.2682], [8.0159, -2.4060, -0.6555], [8.4549, 0.6261, -3.5648], [9.3374, 1.2985, -2.4640], [-6.8207, 2.8643, 4.1648], [-7.7370, 3.3594, 3.0955], [-8.8711, 2.4015, 2.8159], [-9.8202, 2.9821, 1.9093], [-11.1205, 2.2921, 1.7571], [-8.2415, 4.6077, 3.5851], [-7.2738, 2.8551, 5.1561], [-5.9551, 3.5216, 4.2474], [-6.4612, 1.8403, 4.0631], [-7.1290, 3.5896, 2.2206], [-9.4086, 2.2796, 3.7563], [-8.6088, 1.4265, 2.4052], [-11.0627, 1.2388, 1.4827], [-11.6814, 2.8566, 1.0123], [-11.6080, 2.2948, 2.7320], [-9.1113, 4.8113, 3.1137], [-8.6395, 4.3384, 4.4735], [-2.0796, 5.6421, -1.6885], [-1.0929, 6.5105, -2.4805], [-1.1430, 6.5890, -4.0349], [-0.1557, 7.3864, -4.6082], [1.0675, 6.6959, -4.7893], [-1.1898, 7.8941, -1.8835], [-1.8780, 5.5788, -0.6192], [-2.0321, 4.6295, -2.0893], [-3.1178, 5.9623, -1.7757], [-0.0852, 6.2220, -2.1815], [-2.1159, 6.9980, -4.3078], [-1.0890, 5.6216, -4.5343], [1.4316, 6.3435, -3.8242], [1.8140, 7.3028, -5.3016], [0.9975, 5.7837, -5.3818], [-1.9528, 8.4384, -2.2598], [-0.4201, 8.3973, -2.3012], [-3.6254, 2.1125, -9.7433], [-3.5236, 3.1900, -10.7885], [-2.5611, 4.3574, -10.3989], [-2.5008, 5.2382, -11.4992], [-1.6953, 6.4078, -11.2602], [-3.0898, 2.5162, -11.9830], [-2.7142, 1.5228, -9.6428], [-4.4319, 1.4119, -9.9595], [-3.9321, 2.6090, -8.8227], [-4.5245, 3.6065, -10.9017], [-1.5629, 3.9504, -10.2376], [-2.9895, 4.8889, -9.5491], [-0.7099, 6.0824, -10.9270], [-2.1424, 7.1102, -10.5568], [-1.4029, 6.8453, -12.2148], [-3.2283, 3.0575, -12.8243], [-2.0891, 2.4120, -12.0717], [-8.5086, -6.6675, -1.1655], [-7.0977, -6.6466, -1.8168], [-6.2078, -5.3449, -1.6206], [-6.9717, -4.2123, -1.9852], [-6.3654, -2.9335, -2.0995], [-6.3552, -7.7694, -1.4563], [-9.1325, -6.1362, -1.8842], [-8.4893, -6.0407, -0.2739], [-8.9887, -7.6382, -1.0413], [-7.2369, -6.7241, -2.8951], [-5.2817, -5.3630, -2.1951], [-5.8763, -5.2486, -0.5868], [-7.0132, -2.2189, -2.6073], [-5.5130, -3.2275, -2.7120], [-6.0649, -2.5763, -1.1145], [-6.4478, -7.9107, -0.4606], [-5.3593, -7.6743, -1.5951], [3.5834, -5.6134, 9.2074], [4.7446, -5.0274, 10.0304], [5.5533, -6.0351, 10.8721], [6.7075, -5.5707, 11.5738], [6.5711, -4.6836, 12.6867], [5.4961, -4.3243, 9.0460], [2.9297, -6.1264, 9.9129], [3.8693, -6.4162, 8.5278], [3.1858, -4.8613, 8.5261], [4.3721, -4.2480, 10.6951], [5.8900, -6.8651, 10.2510], [4.8939, -6.3593, 11.6773], [7.5585, -4.2791, 12.9094], [6.0840, -5.1064, 13.5654], [6.1383, -3.8199, 12.1820], [4.7538, -3.8136, 8.5896], [5.9704, -3.5559, 9.4985], [2.0589, 6.5857, 4.5543], [3.1380, 6.6087, 3.4641], [3.4489, 5.2377, 2.8077], [3.8352, 4.3792, 3.9304], [4.8002, 3.3618, 3.5551], [2.8085, 7.6886, 2.5915], [1.7533, 7.5956, 4.8278], [2.4386, 6.0778, 5.4408], [1.2426, 5.9565, 4.1993], [3.9889, 6.9075, 4.0764], [4.3002, 5.3651, 2.1390], [2.7448, 4.7329, 2.1463], [5.7774, 3.8431, 3.5147], [4.4840, 2.8475, 2.6476], [4.9733, 2.6426, 4.3556], [1.8623, 7.5249, 2.2783], [2.6791, 8.5054, 3.1713], [3.9855, -1.8704, -9.0245], [4.0596, -2.6205, -8.1095], [4.8638, -1.8150, -9.9612], [3.0551, -1.0330, -9.2168], [5.6154, -2.4896, -9.9657], [4.4973, -1.2956, -10.7461], [3.2391, -0.2115, -9.7748], [2.3195, -1.0130, -8.5250], [-0.6574, -6.6069, -7.8138], [-1.6102, -7.2639, -8.2788], [-0.6268, -6.3115, -6.5377], [0.3324, -6.1447, -8.4930], [-1.2407, -6.6921, -5.8317], [-0.0258, -5.5399, -6.2858], [0.9710, -5.4875, -8.0684], [0.1990, -6.0379, -9.4885], [-5.5926, -4.9566, 4.6163], [-6.3288, -5.8105, 4.2494], [-5.9290, -3.6674, 4.6488], [-4.4715, -5.2073, 5.1123], [-5.3114, -3.0088, 5.1013], [-6.8340, -3.3398, 4.3424], [-3.9788, -4.4227, 5.5145], [-4.3533, -6.1715, 5.3890], [6.7312, -6.8130, 4.2256], [7.3458, -7.2262, 3.3043], [5.9294, -5.8045, 4.2708], [6.8058, -7.4160, 5.4156], [5.5400, -5.3263, 3.4709], [5.4765, -5.6284, 5.1562], [7.5119, -8.1211, 5.5718], [6.3805, -6.9042, 6.1753], [1.9540, 0.8878, 9.6259], [2.0642, 1.2023, 10.7856], [2.9096, 1.1065, 8.7026], [0.9082, 0.3616, 9.0980], [2.5750, 1.1749, 7.7520], [3.7935, 1.5030, 8.9882], [0.0437, 0.0916, 9.5450], [1.0471, 0.0691, 8.1413]], "forces_ev_per_angstrom": [[0.1112, 0.8065, -0.4647], [0.1343, 0.3430, -1.2412], [0.4081, 0.2279, 1.5236], [0.1417, 0.8344, 0.5780], [-0.6577, -1.1847, -1.8148], [-0.3261, -3.3962, -2.9286], [0.4656, 2.1379, 4.3086], [-1.0960, 0.0369, -0.3550], [-0.0426, 1.3906, 2.8076], [0.4558, -0.5135, -2.4243], [2.2598, -2.2144, 3.9503], [-0.1744, 0.3646, -0.5701], [-1.6724, 1.1702, -3.3166], [-0.9465, -0.6204, 0.7387], [-2.2683, -0.7882, 0.3551], [-0.1064, 0.1039, 1.5419], [0.4615, 0.0224, 0.2130], [0.7536, 1.5696, -1.2950], [1.3953, -0.9312, 0.2574], [0.3455, -0.1142, -0.3088], [-0.3766, 0.1196, 0.1455], [-0.0227, 0.7472, -0.0119], [-0.1424, 0.0624, 0.1388], [-0.0600, 0.2800, -0.5258], [-0.5885, 0.7234, -0.4729], [0.2521, -0.6036, -0.1028], [-0.0413, 0.1075, 0.8141], [-0.6026, -0.3344, 0.0204], [0.7834, -0.1731, -1.0045], [1.1380, -0.1688, -0.4980], [1.0076, -0.8575, 0.8560], [0.3600, -0.1875, -0.7030], [-1.4307, -0.2925, -0.6185], [-0.9380, -0.3712, -0.7279], [1.6473, 0.7337, 0.9275], [-1.1128, 0.7589, 0.5998], [-0.4181, 0.2233, 0.0501], [0.0055, -0.0362, -0.0842], [0.0893, -0.0279, -0.5043], [-0.1911, -0.3377, -0.3782], [0.0444, -0.4132, 0.4763], [0.4905, -0.1462, 0.2081], [0.4972, -0.0136, -0.3521], [0.1094, -0.0698, 0.1797], [-0.3120, 0.2488, 0.0515], [-0.0084, 0.4078, -0.8560], [0.1640, 0.3803, 0.8706], [-0.0670, -0.6775, -1.1570], [0.0380, 1.6221, 1.0919], [-1.0885, -1.0096, 0.6267], [0.7573, 0.6472, -0.3921], [0.2004, -0.4479, 0.4040], [0.6978, -0.3064, -0.6314], [0.4138, 0.3018, -0.1824], [-0.1086, -0.2213, 0.0908], [-0.0173, 0.2496, -0.2262], [0.0668, -0.3419, -0.1112], [-0.0591, 0.2884, -0.0767], [-0.1042, -0.5164, 0.3284], [0.3950, 0.2249, 0.1163], [-0.2675, 0.4022, 0.3195], [-0.6022, -0.1200, -0.3017], [-0.7854, -0.3571, -0.0772], [0.5421, 0.2324, 0.1954], [-0.5344, 0.3262, 0.9300], [1.0278, 0.1968, 0.1447], [-1.0926, -0.5085, -0.6348], [0.1811, 1.0878, -0.3484], [0.5235, -1.3835, -0.4622], [-0.0578, -0.0605, -1.9612], [0.0960, 0.2405, 0.2091], [0.0651, 0.0591, -0.3456], [0.3854, -0.2993, 0.5160], [0.0281, 0.1049, -0.4444], [0.1753, -0.0341, 0.5490], [0.3507, -0.0460, 0.4649], [0.0844, -0.0606, 0.7625], [-0.0657, 0.0167, -0.0996], [-0.8672, 0.2803, -0.1331], [-0.6932, 0.3768, -0.0425], [0.3949, -0.2944, 0.9012], [0.6443, 1.5248, -0.9395], [-0.0830, 1.7614, -1.1585], [-1.4007, 0.5626, 0.3409], [-1.9794, -0.1328, 0.0454], [0.9425, -1.9030, -0.0196], [1.0844, -2.1846, 1.4524], [-0.2454, 0.1628, 0.1870], [-0.2007, -0.3965, 0.3212], [0.6218, -0.1213, 0.2218], [-0.2094, 0.2568, -0.2348], [0.0964, -0.4402, -0.5210], [-0.1212, -0.1680, 0.5027], [-0.1014, -0.3293, 0.0735], [0.6666, 1.3086, -0.1451], [0.1598, 0.2725, -0.0169], [-0.0095, -0.2674, 0.2745], [0.1401, 0.1039, -0.3641], [0.4810, -1.2860, 1.1147], [-0.2259, -0.1649, 0.1694], [-0.4417, 0.5372, 0.8464], [1.0080, -0.5066, -0.3852], [0.1181, 0.6281, -2.2712], [1.0804, 1.1059, -0.8979], [-0.8552, 0.5122, -0.3070], [0.6894, -0.0747, 0.0399], [-0.6793, 0.0687, 0.6497], [-0.6727, -0.3419, 0.6104], [0.0223, 0.0011, 0.0857], [-0.5299, -0.6334, -0.2384], [0.2144, -0.6904, 0.2929], [-0.2682, 0.1233, -0.1534], [-1.0127, 0.4750, 1.1324], [0.2319, 0.2575, -0.8365], [0.8179, -0.0351, 0.0865], [0.1065, -1.7329, 0.1983], [-0.5042, -0.2839, 1.7924], [1.3499, 0.1168, 1.1753], [0.0295, -0.4312, -0.9102], [-0.2975, 1.0591, 0.5649], [0.0164, 0.4686, -1.5596], [-0.1142, -0.1249, -0.1019], [-0.0604, 0.0263, 0.1484], [-0.5308, 0.3624, 0.0938], [0.7834, -0.2181, -0.6858], [0.4177, 0.2458, 0.1010], [-0.8810, 0.2271, 0.4556], [0.1478, 0.1054, -0.8509], [0.2825, 0.0151, -0.0662], [-0.8340, -0.0421, 0.1722], [-0.2687, -0.0949, -0.5467], [0.3455, 0.2795, 0.0061], [1.6010, -2.1033, 1.5885], [-0.1102, -2.6019, 3.1517], [3.3658, 0.3683, -3.6909], [-5.5968, 4.3706, -0.2246], [-0.2375, 0.3376, -0.4064], [1.2669, -0.6483, -0.5882], [-0.4609, -0.0875, 0.3420], [0.1425, 0.3327, -0.1618], [-5.2841, -2.8391, 0.0059], [1.1408, 0.2795, -0.2427], [0.9010, 1.2955, 3.3773], [3.4548, 1.9020, -3.0922], [-0.0130, 0.0936, -0.6412], [-0.2119, -0.3097, 0.5837], [-0.0009, -0.1894, -0.1780], [0.0484, -0.1899, 0.2086], [-4.1946, 1.6254, -0.9911], [-2.6785, -2.7118, -1.6730], [-0.5980, 2.9690, -0.1194], [6.4444, -1.1447, 2.7588], [-0.4103, 0.0672, -0.2939], [0.3625, -0.3337, 0.0106], [0.5302, -0.8497, 0.2177], [0.5631, 0.3850, 0.0480], [1.0758, -1.8810, 0.8989], [1.6724, -0.8418, -3.4302], [-3.2794, 4.0703, 0.0734], [-0.0786, -0.9516, 2.5494], [0.4238, -0.3016, 0.0414], [-0.1295, 0.2827, -0.5046], [-0.2173, 0.3893, 0.0257], [0.5386, -0.7113, 0.3898], [1.9854, 1.7735, 1.9951], [0.3212, 0.1365, 1.6487], [1.3646, 0.1023, -1.2046], [-3.8779, -2.3816, -2.8127], [0.7945, 0.2265, 0.0573], [-0.4452, 0.0764, -0.1964], [0.5790, 0.3144, 0.2539], [-0.7213, -0.2619, 0.2037]], "lowdin_charge": [0.15, -0.45, 0.25, -0.89, 0.25, -0.30, 0.09, 0.24, -0.39, 0.10, -0.37, 0.24, 0.07, -0.07, -0.46, -0.18, -0.23, -0.08, 0.03, 0.08, 0.08, 0.07, 0.14, 0.12, 0.12, 0.08, 0.09, 0.09, 0.06, 0.07, -0.08, -0.48, -0.20, -0.22, -0.06, 0.04, 0.08, 0.09, 0.08, 0.14, 0.12, 0.13, 0.08, 0.08, 0.08, 0.06, 0.06, -0.07, -0.39, -0.22, -0.19, -0.10, 0.02, 0.08, 0.07, 0.07, 0.12, 0.12, 0.12, 0.08, 0.09, 0.08, 0.06, 0.05, -0.08, -0.45, -0.20, -0.21, -0.09, 0.03, 0.08, 0.08, 0.08, 0.14, 0.12, 0.12, 0.08, 0.09, 0.08, 0.07, 0.07, -0.04, -0.45, -0.19, -0.23, -0.08, 0.01, 0.07, 0.08, 0.07, 0.13, 0.11, 0.12, 0.09, 0.08, 0.08, 0.08, 0.07, -0.06, -0.47, -0.18, -0.21, -0.09, 0.03, 0.08, 0.07, 0.08, 0.13, 0.13, 0.12, 0.09, 0.09, 0.08, 0.06, 0.07, -0.08, -0.45, -0.15, -0.22, -0.09, 0.02, 0.07, 0.07, 0.08, 0.13, 0.11, 0.12, 0.08, 0.09, 0.08, 0.07, 0.06, -0.88, 0.07, 0.16, 0.17, 0.13, 0.11, 0.12, 0.13, -0.77, -0.01, 0.16, 0.17, 0.12, 0.11, 0.11, 0.12, -0.85, 0.05, 0.16, 0.18, 0.10, 0.11, 0.12, 0.14, -0.81, 0.06, 0.17, 0.14, 0.13, 0.10, 0.11, 0.09, -0.79, 0.03, 0.14, 0.17, 0.10, 0.11, 0.13, 0.11]}